C6H11N3 | ωB97M-V with the def2-TZVPD basis set

Cartesian coordinates (Å):
C -0.97 -0.50 -1.42
N -1.04 -1.46 -0.29
C -0.23 -0.81 0.76
C -1.09 0.32 1.35
N -1.15 1.28 0.26
C -0.32 0.69 -0.81
C 0.80 0.05 -0.01
C 2.19 -0.25 -0.34
N 1.87 0.71 0.67
H -1.99 -0.36 -1.79
H -0.28 -0.92 -2.22
H -0.63 -2.33 -0.58
H 0.21 -1.54 1.45
H -2.05 -0.04 1.76
H -0.45 0.76 2.18
H -2.13 1.46 -0.06
H 0.04 1.48 -1.49
H 2.65 0.13 -1.30
H 2.62 -1.14 0.08
H 1.94 1.67 0.25

Spin multiplicity: 1
LUMO: 0.9 eV
Energy relative to the best compared isomer or geometry (same formula, charge and spin): 208.5 kJ/mol
Structure (SMILES): C1N[C@@H]2CN[C@H]1C21CN1
Total charge: 0
HOMO energy: -8.56 eV

Just the natural (NBO) charges please, in e? Sure, here they are: atom 1 (C): -0.24, atom 2 (N): -0.63, atom 3 (C): -0.07, atom 4 (C): -0.23, atom 5 (N): -0.63, atom 6 (C): -0.09, atom 7 (C): 0.04, atom 8 (C): -0.25, atom 9 (N): -0.57, atom 10 (H): 0.20, atom 11 (H): 0.18, atom 12 (H): 0.36, atom 13 (H): 0.21, atom 14 (H): 0.21, atom 15 (H): 0.19, atom 16 (H): 0.37, atom 17 (H): 0.21, atom 18 (H): 0.20, atom 19 (H): 0.20, atom 20 (H): 0.35

C7H7O6SSm | ωB97M-V with the def2-TZVPD basis set

Cartesian coordinates (Å):
O 2.67 -3.74 -1.88
C 2.00 -2.91 -1.43
Sm 0.22 -1.06 -0.48
O 3.34 0.01 1.42
C 2.54 -0.48 0.77
C -1.24 -2.25 -1.98
O -2.22 -1.55 -1.88
C -0.19 -3.01 1.12
O -0.61 -3.73 1.91
C 1.07 0.08 -2.61
O 1.24 0.75 -3.53
H -0.83 -3.16 -2.45
C -2.17 2.32 1.22
S -0.81 1.89 0.07
C 0.63 2.31 1.15
O -1.07 0.31 0.39
H -2.21 3.41 1.36
H -1.99 1.72 2.12
H -3.04 1.90 0.69
H 0.65 1.61 2.00
H 1.55 2.23 0.56
H 0.47 3.35 1.46

Spin multiplicity: 6
LUMO (alpha / beta): -8.7 / -8.5 eV
Energy relative to the best compared isomer or geometry (same formula, charge and spin): 107.7 kJ/mol
Expectation value of S²: 9.211
Total charge: +2
HOMO energy (alpha / beta): -14.64 / -15.09 eV

Just the Löwdin charges please, in e? Sure, here they are: atom 1 (O): 0.16, atom 2 (C): -0.01, atom 3 (Sm): 1.11, atom 4 (O): 0.17, atom 5 (C): 0.00, atom 6 (C): -0.26, atom 7 (O): 0.02, atom 8 (C): 0.02, atom 9 (O): 0.18, atom 10 (C): 0.02, atom 11 (O): 0.18, atom 12 (H): 0.08, atom 13 (C): -0.17, atom 14 (S): 1.01, atom 15 (C): -0.21, atom 16 (O): -0.76, atom 17 (H): 0.09, atom 18 (H): 0.09, atom 19 (H): 0.08, atom 20 (H): 0.08, atom 21 (H): 0.05, atom 22 (H): 0.08

C3H7N2S | ωB97M-V with the def2-TZVPD basis set

Cartesian coordinates (Å):
C -0.39 0.70 0.89
C 0.41 -0.53 0.82
C 0.56 0.31 -1.04
N -0.29 1.21 -0.45
N 0.09 -1.05 -0.47
S 2.04 0.07 0.16
H -1.45 0.36 1.09
H -0.03 1.50 1.49
H 0.23 -1.32 1.52
H 0.61 0.54 -2.13
H -1.22 1.32 -0.81
H 0.41 -2.00 -0.56
H -0.98 -1.12 -0.51

Spin multiplicity: 1
LUMO: -3.8 eV
Energy relative to the best compared isomer or geometry (same formula, charge and spin): 280.7 kJ/mol
Total charge: +1
HOMO energy: -14.20 eV

Just the natural (NBO) charges please, in e? Sure, here they are: atom 1 (C): -0.27, atom 2 (C): -0.17, atom 3 (C): 0.04, atom 4 (N): -0.59, atom 5 (N): -0.56, atom 6 (S): 0.27, atom 7 (H): 0.21, atom 8 (H): 0.26, atom 9 (H): 0.26, atom 10 (H): 0.28, atom 11 (H): 0.40, atom 12 (H): 0.46, atom 13 (H): 0.41

C21H15BrIrN3O4Se | ωB97M-V with the def2-TZVPD basis set

Cartesian coordinates (Å):
Ir -1.15 0.55 -0.12
C 0.57 3.16 2.18
C -0.31 3.48 1.03
N -0.85 2.63 0.16
C -1.63 3.36 -0.70
C -1.54 4.67 -0.39
N -0.71 4.72 0.69
C -2.15 5.94 -0.90
O -2.93 5.85 -1.96
O -1.91 6.96 -0.32
C -2.39 2.60 -1.68
O -3.10 3.11 -2.52
O -2.25 1.28 -1.53
H 0.31 3.79 3.03
H 0.46 2.12 2.46
H 1.62 3.34 1.93
H -0.47 5.59 1.15
H -3.04 4.91 -2.26
Br -2.55 -0.19 1.81
C -2.28 -2.06 1.53
C -3.00 -2.98 2.23
C -2.75 -4.34 1.98
C -1.79 -4.71 1.07
C -1.05 -3.73 0.36
C -0.06 -4.08 -0.59
C 0.59 -3.12 -1.33
C 0.27 -1.76 -1.14
C -0.65 -1.35 -0.19
C -1.32 -2.36 0.57
H -3.74 -2.68 2.96
H -3.33 -5.09 2.50
H -1.58 -5.75 0.89
H 0.18 -5.13 -0.73
H 1.33 -3.40 -2.06
H 0.74 -1.03 -1.79
Se 1.92 0.85 -0.01
C 3.12 -0.52 -0.49
C 3.53 -1.45 0.46
C 4.45 -2.41 0.06
N 4.96 -2.48 -1.17
C 4.56 -1.58 -2.06
C 3.63 -0.58 -1.78
H 3.16 -1.43 1.47
H 4.80 -3.16 0.77
H 4.99 -1.66 -3.05
H 3.33 0.13 -2.54

Spin multiplicity: 2
LUMO (alpha / beta): -5.4 / -6.0 eV
Energy relative to the best compared isomer or geometry (same formula, charge and spin): 265.8 kJ/mol
Expectation value of S²: 0.850
Total charge: +1
HOMO energy (alpha / beta): -11.90 / -11.91 eV

Just the natural (NBO) charges please, in e? Sure, here they are: atom 1 (Ir): 1.04, atom 2 (C): -0.67, atom 3 (C): 0.44, atom 4 (N): -0.53, atom 5 (C): -0.02, atom 6 (C): 0.05, atom 7 (N): -0.46, atom 8 (C): 0.76, atom 9 (O): -0.64, atom 10 (O): -0.55, atom 11 (C): 0.76, atom 12 (O): -0.56, atom 13 (O): -0.63, atom 14 (H): 0.25, atom 15 (H): 0.25, atom 16 (H): 0.26, atom 17 (H): 0.46, atom 18 (H): 0.52, atom 19 (Br): 0.31, atom 20 (C): -0.08, atom 21 (C): -0.20, atom 22 (C): -0.20, atom 23 (C): -0.13, atom 24 (C): -0.09, atom 25 (C): -0.09, atom 26 (C): -0.23, atom 27 (C): -0.14, atom 28 (C): -0.31, atom 29 (C): -0.03, atom 30 (H): 0.25, atom 31 (H): 0.24, atom 32 (H): 0.23, atom 33 (H): 0.23, atom 34 (H): 0.24, atom 35 (H): 0.23, atom 36 (Se): 0.17, atom 37 (C): -0.24, atom 38 (C): -0.25, atom 39 (C): 0.04, atom 40 (N): -0.37, atom 41 (C): 0.04, atom 42 (C): -0.26, atom 43 (H): 0.23, atom 44 (H): 0.21, atom 45 (H): 0.21, atom 46 (H): 0.24